No. 1
This record from OMol25 describes a cluster of 10 separate species, C45H68N2O25 in total. The level of theory is ωB97M-V/def2-TZVPD.

Each line ends with the Mulliken charge.
Cartesian coordinates (Å):
C -2.953 2.240 -0.085  -1.02
O -1.731 1.581 -0.180  0.28
C -1.837 0.193 -0.382  -0.30
C -0.517 -0.174 -1.122  -0.83
N 0.570 -0.279 -0.114  -0.10
C 0.556 -1.549 0.643  -0.96
C 1.533 -1.730 1.764  0.13
O 1.353 -0.774 2.809  0.63
C 2.191 -0.934 3.942  -1.08
H -3.251 2.696 -1.029  0.18
H -2.890 3.030 0.664  0.20
H -3.796 1.622 0.226  0.46
H -2.630 -0.117 -1.063  0.52
H -1.958 -0.468 0.476  -0.17
H -0.257 0.512 -1.928  0.05
H -0.681 -1.082 -1.702  0.61
H 0.563 0.427 0.608  0.29
H 0.817 -2.335 -0.066  0.51
H -0.460 -1.817 0.932  0.13
H 2.572 -1.842 1.454  -0.70
H 1.384 -2.696 2.246  0.45
H 2.166 -1.940 4.360  0.34
H 1.986 -0.377 4.857  0.25
H 3.219 -0.697 3.668  0.03
C -8.270 4.105 -11.569  -0.67
O -7.550 3.195 -10.769  -0.31
C -6.104 3.171 -10.995  -0.64
C -5.391 2.346 -9.941  -0.53
N -5.408 2.898 -8.589  -0.42
C -4.784 1.901 -7.631  -0.47
C -3.981 2.542 -6.416  -0.47
O -3.836 1.573 -5.416  -0.35
C -3.197 2.080 -4.226  -0.51
H -9.237 4.280 -11.097  0.23
H -8.574 3.639 -12.507  0.26
H -7.729 5.043 -11.694  0.30
H -5.739 4.195 -10.923  0.37
H -5.797 2.761 -11.957  0.32
H -4.367 2.085 -10.209  0.43
H -5.990 1.436 -9.932  0.34
H -6.383 2.952 -8.330  0.26
H -4.161 1.219 -8.208  0.34
H -5.645 1.341 -7.266  0.28
H -4.454 3.404 -5.946  0.29
H -2.935 2.762 -6.631  0.23
H -2.959 3.143 -4.282  0.37
H -2.263 1.520 -4.195  0.13
H -3.938 1.769 -3.490  0.25
C 3.426 -4.607 -3.862  -0.49
C 2.633 -4.975 -2.767  -0.79
C 2.887 -4.314 -1.571  0.56
C 3.985 -3.467 -1.380  -0.35
C 4.851 -3.307 -2.461  -0.52
C 4.524 -3.855 -3.687  0.65
O 5.291 -3.497 -4.745  -0.57
O 1.984 -4.408 -0.574  -0.38
H 3.292 -4.852 -4.905  0.42
H 1.830 -5.679 -2.926  0.34
H 4.162 -2.895 -0.481  0.35
H 5.677 -2.613 -2.424  0.23
H 5.901 -2.764 -4.632  0.30
H 1.460 -5.209 -0.508  0.27
C 0.606 3.988 0.985  -0.58
C 1.552 3.024 0.795  -0.26
C 1.854 2.741 -0.494  -0.35
C 1.255 3.344 -1.571  -0.19
C 0.397 4.415 -1.359  -0.53
C -0.012 4.613 -0.074  0.43
O -0.990 5.533 0.166  -0.56
O 2.616 1.589 -0.808  -0.65
H 0.218 4.255 1.958  0.53
H 2.022 2.481 1.602  0.69
H 1.516 2.981 -2.555  0.37
H -0.159 4.893 -2.151  0.29
H -1.128 6.224 -0.486  0.32
H 2.075 0.813 -0.643  0.53
C -0.213 -0.929 7.695  -0.15
C -0.163 -2.358 7.799  -0.34
C -1.112 -3.022 8.564  0.69
C -2.086 -2.322 9.218  -0.64
C -2.197 -0.952 9.082  -0.79
C -1.180 -0.231 8.400  0.57
O -1.233 1.119 8.234  -0.38
O -0.969 -4.372 8.645  -0.45
H 0.460 -0.342 7.088  0.56
H 0.658 -2.928 7.391  0.44
H -2.827 -2.823 9.824  0.38
H -3.001 -0.414 9.562  0.39
H -1.923 1.511 8.775  0.33
H -1.753 -4.848 8.928  0.35
C 3.783 -2.967 6.826  -0.44
C 5.093 -2.879 6.064  0.05
O 5.749 -1.835 6.778  -0.34
C 4.820 -1.059 7.424  0.61
O 4.977 -0.023 7.976  -0.50
O 3.629 -1.688 7.282  -0.26
H 3.865 -3.647 7.674  0.36
H 2.982 -3.321 6.178  0.27
H 4.998 -2.511 5.042  -0.08
H 5.534 -3.876 6.062  0.36
C -1.104 -3.184 3.985  0.19
C -2.280 -3.230 4.849  0.26
O -3.187 -2.268 4.346  -0.34
C -2.935 -2.220 3.023  0.61
O -3.738 -1.798 2.118  -0.60
O -1.752 -2.748 2.782  -0.19
H -0.841 -4.231 3.837  0.46
H -0.259 -2.646 4.414  -0.27
H -1.976 -2.997 5.869  -0.42
H -2.768 -4.202 4.927  0.39
C 6.089 -0.022 0.996  -0.25
C 5.811 -1.237 1.848  0.53
O 6.051 -0.706 3.149  -0.28
C 5.995 0.536 3.217  0.71
O 6.141 1.198 4.312  -0.64
O 5.906 1.051 1.937  -0.34
H 5.275 0.077 0.277  0.28
H 7.067 -0.060 0.516  0.24
H 6.425 -2.108 1.619  0.42
H 4.795 -1.597 1.684  -0.64
C -0.626 1.933 4.544  0.19
C -1.319 0.926 3.695  0.98
O -2.376 1.733 3.156  -0.31
C -2.332 2.994 3.617  0.62
O -3.198 3.883 3.393  -0.66
O -1.496 3.063 4.545  -0.33
H 0.383 2.039 4.146  0.26
H -0.521 1.559 5.563  -0.03
H -1.902 0.150 4.190  -0.23
H -0.709 0.360 2.992  -0.52
C 1.475 0.888 -7.250  -0.37
C 2.549 0.365 -6.299  -0.40
O 1.880 0.247 -5.092  -0.21
C 0.744 0.916 -5.200  0.42
O -0.052 1.026 -4.294  -0.44
O 0.567 1.514 -6.380  -0.31
H 0.916 0.160 -7.838  0.28
H 1.959 1.546 -7.971  0.29
H 3.412 1.030 -6.253  0.29
H 3.057 -0.521 -6.679  0.34

As for the lowest unoccupied orbital energy (spin up / spin down): -4.359 / -8.073 eV. For the total energy, the calculation gives -3745.4505 hartree. As for the spin multiplicity: 2. The total charge is +1. For the frontier orbital gap (spin up / spin down), the calculation gives 0.1790 / 0.0424 Eh.

---

No. 2
This record from OMol25 describes the ion C15H31N4O2 with charge +1. The level of theory is ωB97M-V/def2-TZVPD.

Each line ends with the Mulliken charge.
Cartesian coordinates (Å):
C 3.055 -0.230 3.429  -0.69
O 2.173 0.851 3.593  -0.41
C 1.040 0.779 2.757  0.37
C 0.133 1.938 3.109  -0.69
C -1.022 2.204 2.118  -0.92
C -1.096 1.343 0.848  0.45
C -2.493 1.409 0.210  -1.34
C -2.714 0.362 -0.905  0.57
C -3.580 -0.817 -0.460  -1.29
C -2.924 -1.728 0.573  -0.31
C -1.887 -2.722 0.015  -0.68
N -1.343 -2.342 -1.291  0.64
N -1.937 -2.456 -2.442  -0.49
N -1.164 -1.956 -3.386  -0.41
C -0.032 -1.508 -2.802  0.57
C 1.072 -0.836 -3.536  -0.85
C 1.553 0.468 -2.892  -0.82
C 2.222 0.299 -1.509  0.69
C 3.479 1.161 -1.297  -0.60
O 4.680 0.412 -1.293  -0.52
N -0.142 -1.759 -1.466  0.04
H 3.657 -0.324 4.326  0.29
H 2.520 -1.174 3.286  0.29
H 3.702 -0.074 2.563  0.22
H 0.522 -0.171 2.945  0.28
H 1.366 0.805 1.711  -0.19
H 0.751 2.823 3.224  0.29
H -0.293 1.713 4.084  0.22
H -1.979 2.131 2.627  0.40
H -0.946 3.237 1.779  0.33
H -0.884 0.294 1.055  0.00
H -0.366 1.709 0.125  0.22
H -3.206 1.199 1.007  0.41
H -2.674 2.406 -0.181  0.41
H -1.733 0.049 -1.273  -0.67
H -3.201 0.833 -1.758  0.43
H -4.479 -0.406 -0.003  0.50
H -3.919 -1.383 -1.326  0.49
H -3.698 -2.332 1.040  0.45
H -2.469 -1.130 1.355  0.27
H -1.028 -2.770 0.683  0.23
H -2.277 -3.729 -0.067  0.37
H 0.647 -0.612 -4.513  0.37
H 1.905 -1.516 -3.705  0.39
H 2.265 0.931 -3.569  0.44
H 0.697 1.137 -2.815  0.43
H 1.488 0.515 -0.729  -1.05
H 2.518 -0.749 -1.393  0.52
H 3.387 1.703 -0.356  0.33
H 3.572 1.869 -2.113  0.39
H 4.600 -0.315 -0.681  0.32
H 0.482 -1.544 -0.702  0.34

As for the lowest unoccupied orbital energy: -4.189 eV. For the total energy, the calculation gives -959.3164 hartree. The total charge is +1. For the frontier orbital gap, the calculation gives 0.3020 Eh.

---

No. 3
This record from OMol25 describes a cluster of 2 separate species, C4H8F2 in total. The level of theory is ωB97M-V/def2-TZVPD.

Each line ends with the Mulliken charge.
Cartesian coordinates (Å):
C 2.250 -0.475 -0.448  -0.81
C -2.072 0.278 0.176  -1.02
C 0.497 0.488 0.516  -0.34
C -0.613 -0.436 -0.013  0.31
F 0.375 1.729 0.027  -0.28
F -0.407 -0.470 -1.367  -0.29
H 3.094 0.082 -0.030  0.29
H 1.952 -1.331 0.112  0.34
H 2.052 -0.210 -1.527  0.27
H -2.939 -0.465 -0.163  0.29
H -2.400 0.388 1.264  0.33
H -2.002 1.264 -0.405  0.29
H 0.580 0.637 1.576  0.35
H -0.367 -1.480 0.281  0.28

As for the lowest unoccupied orbital energy: 1.051 eV. For the total energy, the calculation gives -356.8093 hartree. For the frontier orbital gap, the calculation gives 0.3690 Eh.

---

No. 4
This record from OMol25 describes a cluster of 2 separate species, CH5ClOSi in total. The level of theory is ωB97M-V/def2-TZVPD.

Each line ends with the Mulliken charge.
Cartesian coordinates (Å):
C 1.813 -1.855 -0.779  -0.11
O 1.507 -1.531 -1.879  -0.35
Si -1.503 1.487 0.762  0.61
Cl -0.893 1.319 -1.140  -0.21
H 1.191 -2.609 -0.232  0.21
H 2.645 -1.430 -0.299  0.25
H -0.826 0.396 1.381  -0.14
H -2.862 1.522 0.721  -0.14
H -1.073 2.701 1.464  -0.12

As for the lowest unoccupied orbital energy: 0.816 eV. For the total energy, the calculation gives -865.9988 hartree. For the frontier orbital gap, the calculation gives 0.4037 Eh.

---

No. 5
This record from OMol25 describes a structure of composition C8H18NO2Si. The level of theory is ωB97M-V/def2-TZVPD.

Each line ends with the Mulliken charge.
Cartesian coordinates (Å):
C -0.130 1.955 0.273  0.47
C -1.733 -1.717 -0.078  -2.02
C -2.467 0.435 1.224  -1.68
C -2.173 0.487 -1.327  -1.53
C 2.741 0.325 1.650  -1.19
C 2.104 0.469 -1.632  -1.04
C 1.594 -1.704 0.032  -1.60
C -1.631 -0.136 -0.011  1.55
N -0.202 0.578 0.236  0.31
O 1.177 2.189 0.313  -0.70
O -1.077 2.751 0.448  -0.73
Si 1.544 0.284 0.169  0.65
H -1.422 -1.838 -1.064  0.46
H -1.025 -1.969 0.636  0.35
H -2.719 -1.909 0.035  0.55
H -2.447 1.503 1.075  0.50
H -1.939 0.229 2.150  0.35
H -3.435 0.002 1.345  0.43
H -1.816 -0.020 -2.248  0.32
H -3.322 0.394 -1.472  0.32
H -2.006 1.517 -1.496  0.42
H 3.315 1.243 1.798  0.33
H 2.268 0.058 2.668  0.28
H 3.398 -0.442 1.441  0.38
H 3.127 0.636 -1.704  0.43
H 1.778 -0.524 -2.146  0.21
H 1.450 1.287 -2.138  0.19
H 2.690 -1.910 -0.116  0.45
H 1.178 -2.287 0.911  0.22
H 1.182 -1.887 -0.971  0.34

As for the lowest unoccupied orbital energy: 3.501 eV. For the total energy, the calculation gives -810.4204 hartree. The total charge is -1. For the frontier orbital gap, the calculation gives 0.3026 Eh.

---

No. 6
This record from OMol25 describes an isolated molecule of C4H4BrN. The level of theory is ωB97M-V/def2-TZVPD.

Each line ends with the Mulliken charge.
Cartesian coordinates (Å):
C -1.066 0.725 -0.338  0.23
C -0.386 -2.091 0.362  -0.18
C -1.392 0.523 -1.563  -0.57
C 0.417 0.192 -0.030  -0.44
N 0.415 -1.156 0.328  -0.29
Br -2.756 0.681 -2.766  -0.08
H -1.670 0.949 0.496  0.40
H -0.605 -3.099 0.640  0.30
H 0.806 0.140 -1.069  0.31
H 1.045 0.591 0.824  0.32

As for the lowest unoccupied orbital energy (spin up / spin down): 0.663 / -0.629 eV. For the total energy, the calculation gives -2783.3548 hartree. For the frontier orbital gap (spin up / spin down), the calculation gives 0.3401 / 0.2284 Eh.